--- a ---
The following is a DFT calculation (wB97M-V/def2-TZVPD) of one molecule with the formula C2H5N3S2.

Output
- lowest unoccupied orbital energy (eV) = -0.1420
- Kohn-Sham gap (Ha) = 0.3247
- E_HOMO (eV) = -8.976
- SMILES string = [H]/N=C/NC(=S)NS

Geometry as XYZ:
```
12
C2H5N3S2 (wB97M-V/def2-TZVPD)
H 3.30 -0.48 0.56
N 2.61 -0.75 -0.15
C 1.47 -0.25 0.08
N 0.30 -0.65 -0.57
C -0.97 -0.59 -0.02
S -2.16 -1.73 -0.14
N -1.15 0.64 0.65
S -0.96 2.14 -0.31
H 1.17 0.47 0.88
H 0.37 -1.40 -1.24
H -1.91 0.62 1.30
H -2.07 1.98 -1.04
```

***

--- b ---
The following is a DFT calculation (wB97M-V/def2-TZVPD) of one molecule with the formula C2H5N3S2.

Output
- lowest unoccupied orbital energy (eV) = -0.6100
- Kohn-Sham gap (Ha) = 0.2850
- E_HOMO (eV) = -8.365
- SMILES string = N/N=C(/N)C(=S)S

Geometry as XYZ:
```
12
C2H5N3S2 (wB97M-V/def2-TZVPD)
N 1.22 1.04 -1.27
N 1.41 0.07 -0.28
C 0.38 -0.31 0.37
N 0.51 -1.20 1.41
C -1.01 0.20 0.15
S -1.53 1.64 0.71
S -1.96 -0.91 -0.82
H 0.69 1.83 -0.94
H 2.14 1.37 -1.50
H -0.19 -1.91 1.47
H 1.45 -1.59 1.47
H -3.12 -0.23 -0.77
```

***

Energetically preferred structure: a | next structure: +0.576 eV

***

--- a ---
The following is a DFT calculation (wB97M-V/def2-TZVPD) of one molecule with the formula C2H6N2O.

Output
- lowest unoccupied orbital energy (eV) = 0.9390
- Kohn-Sham gap (Ha) = 0.3743
- E_HOMO (eV) = -9.246
- SMILES string = [H]/N=C(\N)OC

Geometry as XYZ:
```
11
C2H6N2O (wB97M-V/def2-TZVPD)
H -1.38 1.80 -0.04
N -0.47 1.36 0.01
C -0.59 0.09 -0.01
N -1.74 -0.66 0.01
O 0.48 -0.72 -0.02
C 1.75 -0.09 0.00
H -1.67 -1.65 0.01
H -2.65 -0.23 -0.01
H 1.87 0.62 -0.82
H 1.95 0.41 0.98
H 2.46 -0.93 -0.10
```

***

--- b ---
The following is a DFT calculation (wB97M-V/def2-TZVPD) of a 2-piece molecular cluster, C2H6N2O overall.

Output
- lowest unoccupied orbital energy (eV) = 0.6551
- Kohn-Sham gap (Ha) = 0.3896
- E_HOMO (eV) = -9.945
- SMILES string = CN=C=O.N

Geometry as XYZ:
```
11
C2H6N2O (wB97M-V/def2-TZVPD)
C 1.52 -0.47 1.09
N 1.20 0.60 0.05
C 0.86 1.30 -0.86
O 0.54 2.08 -1.69
H 1.08 -0.07 2.10
H 1.10 -1.39 0.65
H 2.52 -0.57 1.17
N -2.17 -0.61 -0.67
H -2.82 -0.31 -1.37
H -2.51 -0.49 0.33
H -1.33 -0.08 -0.80
```

***

--- c ---
The following is a DFT calculation (wB97M-V/def2-TZVPD) of one molecule with the formula C2H6N2O.

Output
- lowest unoccupied orbital energy (eV) = 0.8756
- Kohn-Sham gap (Ha) = 0.3861
- E_HOMO (eV) = -9.629
- SMILES string = [H]/N=C\NOC

Geometry as XYZ:
```
11
C2H6N2O (wB97M-V/def2-TZVPD)
H -2.39 0.40 0.99
N -2.49 0.18 -0.06
C -1.39 -0.28 -0.49
N -0.27 -0.95 0.25
O 1.04 -0.92 -0.28
C 1.66 0.48 -0.06
H -1.39 -0.56 -1.53
H -0.39 -0.66 1.29
H 1.16 1.30 -0.69
H 2.77 0.42 -0.45
H 1.70 0.59 1.03
```

***

Energetically preferred structure: a | next structure: +0.643 eV

***

--- a ---
The following is a DFT calculation (wB97M-V/def2-TZVPD) of one molecule with the formula C2H6N2O.

Output
- lowest unoccupied orbital energy (eV) = 0.7628
- Kohn-Sham gap (Ha) = 0.3585
- E_HOMO (eV) = -8.994
- SMILES string = C/N=C\NO

Geometry as XYZ:
```
11
C2H6N2O (wB97M-V/def2-TZVPD)
C -1.37 -0.78 -0.21
N -1.06 0.49 0.40
C 0.05 1.05 0.03
N 1.25 0.38 -0.41
O 1.79 -0.83 0.19
H -0.56 -1.06 -0.90
H -2.41 -0.51 -0.70
H -1.57 -1.43 0.68
H 0.22 2.18 0.35
H 1.89 1.21 -0.45
H 1.76 -0.70 1.04
```

***

--- b ---
The following is a DFT calculation (wB97M-V/def2-TZVPD) of one molecule with the formula C2H6N2O.

Output
- lowest unoccupied orbital energy (eV) = 0.7657
- Kohn-Sham gap (Ha) = 0.3571
- E_HOMO (eV) = -8.952
- SMILES string = CO/C=N\N

Geometry as XYZ:
```
11
C2H6N2O (wB97M-V/def2-TZVPD)
C -1.79 -0.04 0.01
O -0.40 -0.60 -0.33
C 0.38 0.53 -0.22
N 1.68 0.76 -0.13
N 2.41 -0.53 -0.17
H -1.93 0.37 1.18
H -2.45 -0.87 -0.09
H -2.25 0.56 -0.82
H -0.42 1.38 -0.23
H 3.12 -0.38 0.56
H 1.65 -1.18 0.23
```

***

Energetically preferred structure: b | next structure: +0.619 eV

***

--- a ---
The following is a DFT calculation (wB97M-V/def2-TZVPD) of one molecule with the formula C2H6N2O.

Output
- lowest unoccupied orbital energy (eV) = 0.9189
- Kohn-Sham gap (Ha) = 0.3751
- E_HOMO (eV) = -9.289
- SMILES string = [H]/N=C/NOC

Geometry as XYZ:
```
11
C2H6N2O (wB97M-V/def2-TZVPD)
H 2.52 -1.09 -0.23
N 1.52 -0.84 -0.34
C 1.34 0.37 0.00
N 0.13 0.96 0.02
O -0.94 0.43 -0.71
C -1.57 -0.55 0.11
H 2.11 1.06 0.35
H 0.12 1.96 -0.13
H -1.87 -0.12 1.11
H -0.85 -1.36 0.29
H -2.51 -0.83 -0.45
```

***

--- b ---
The following is a DFT calculation (wB97M-V/def2-TZVPD) of one molecule with the formula C2H6N2O.

Output
- lowest unoccupied orbital energy (eV) = 0.7590
- Kohn-Sham gap (Ha) = 0.3736
- E_HOMO (eV) = -9.408
- SMILES string = NCNC=O

Geometry as XYZ:
```
11
C2H6N2O (wB97M-V/def2-TZVPD)
N 0.56 -0.02 1.39
C -0.24 0.83 0.45
N -0.77 0.03 -0.70
C -0.06 -0.97 -1.31
O 0.60 -1.87 -0.82
H 1.26 -0.58 0.91
H 1.17 0.70 1.78
H -1.12 1.10 1.04
H 0.33 1.74 0.26
H -1.77 -0.01 -0.61
H 0.04 -0.96 -2.39
```

***

Energetically preferred structure: b | next structure: +1.096 eV

***

--- a ---
The following is a DFT calculation (wB97M-V/def2-TZVPD) of a 2-piece molecular cluster, C2H2NO4 overall.

Output
- net charge = -1
- lowest unoccupied orbital energy (eV) = 3.7331
- Kohn-Sham gap (Ha) = 0.3333
- E_HOMO (eV) = -5.337

Geometry as XYZ:
```
9
C2H2NO4 (wB97M-V/def2-TZVPD)
C -0.99 -0.34 2.73
C 0.86 0.39 -1.44
N -0.35 -0.47 1.74
O -0.27 -0.22 -2.14
O -1.57 -0.18 3.76
O 1.62 1.01 -2.12
O 0.84 0.16 -0.23
H -0.01 -0.47 0.82
H -0.12 0.10 -3.12
```

***

--- b ---
The following is a DFT calculation (wB97M-V/def2-TZVPD) of a 2-piece molecular cluster, C2H2NO4 overall.

Output
- net charge = -1
- lowest unoccupied orbital energy (spin up / spin down) (eV) = 4.0417 / 3.9684
- Kohn-Sham gap (spin up / spin down) (Ha) = 0.2138 / 0.2530
- E_HOMO (spin up / spin down) (eV) = -1.775 / -2.916

Geometry as XYZ:
```
9
C2H2NO4 (wB97M-V/def2-TZVPD)
C 0.76 -1.34 -0.31
C 0.41 -0.31 0.74
N 2.79 1.35 0.00
O 1.69 0.98 -0.44
O 1.57 -2.25 -0.23
O 0.95 -0.09 1.85
O -0.69 0.40 0.38
H 0.22 -1.12 -1.28
H -0.40 1.30 0.64
```

***

Energetically preferred structure: a | next structure: +5.071 eV